74
Properties=species:S:1:pos:R:3:mulliken_charge:R:1 method="wB97M-V/def2-TZVPD" gap_ha=0.346 total_energy_ev=-69579.486 lumo_ev=0.3 homo_energy_ev=-9.089
O 6.07663 -4.18413 0.47125 -0.54
B 4.81865 -4.21659 1.02899 0.42
C 3.84859 -2.98546 0.97596 -0.74
C 2.58670 -3.35074 0.15565 -0.56
C 1.51540 -2.23837 0.20696 -0.24
C 0.06546 -2.78167 0.13193 -0.87
C -0.67708 -2.50221 1.41762 0.76
F -0.65736 -1.14308 1.63327 -0.32
F -0.07299 -3.06506 2.49444 -0.34
C -2.20099 -2.82274 1.46018 0.27
F -2.68677 -2.49597 2.65584 -0.28
F -2.78040 -2.03630 0.54295 -0.15
S -2.74079 -4.60012 1.07246 1.42
F -3.04575 -4.91313 2.59634 -0.31
F -4.23353 -4.08219 0.88302 -0.31
F -2.43003 -4.33615 -0.46969 -0.30
F -1.26571 -5.16531 1.28020 -0.30
F -3.21817 -6.05542 0.69479 -0.30
H 6.74500 -4.54094 1.06753 0.31
H 4.41328 -5.23601 1.52947 -0.12
H 4.33167 -2.09786 0.55523 0.20
H 3.52515 -2.78203 2.00678 0.29
H 2.17654 -4.28836 0.54239 0.35
H 2.89646 -3.47584 -0.88654 0.28
H 1.67020 -1.68014 1.13353 -0.14
H 1.67420 -1.53890 -0.61734 0.49
H 0.10962 -3.85419 -0.05243 0.54
H -0.47242 -2.31824 -0.69721 0.38
C -0.05002 1.34648 3.57146 -0.39
O 1.06111 2.16126 3.88141 -0.34
C 2.29245 1.46786 3.94483 -0.32
C 3.40886 2.22507 3.26115 -0.33
O 3.32161 2.26453 1.84729 -0.46
C 2.33207 3.07721 1.24106 -0.12
C 2.57344 4.56658 1.34226 -0.62
O 2.35393 5.05124 2.65386 -0.30
C 3.28862 6.01014 3.09231 -0.78
H -0.41859 0.82123 4.45963 0.37
H -0.84178 1.99312 3.19360 0.31
H 0.20035 0.61840 2.79960 -0.04
H 2.20433 0.47602 3.48639 0.12
H 2.56838 1.33276 4.99948 0.39
H 4.33112 1.67365 3.46243 0.41
H 3.52616 3.22265 3.68949 0.10
H 1.32957 2.82040 1.59014 0.05
H 2.38375 2.82308 0.17902 0.38
H 1.87384 5.06822 0.66004 0.38
H 3.59351 4.78986 1.01029 0.35
H 4.30915 5.73921 2.80124 0.36
H 3.23779 6.04491 4.17995 0.24
H 3.05708 7.00577 2.69773 0.32
C -3.67016 2.89322 -6.14334 -0.78
O -3.96114 1.76652 -5.34825 -0.30
C -3.40256 0.55171 -5.81159 -0.56
C -2.84254 -0.28312 -4.68157 -0.25
O -1.65841 0.22400 -4.09173 -0.45
C -1.74175 1.36979 -3.26117 -0.39
C -2.40485 1.13927 -1.92232 0.08
O -3.80513 0.96584 -2.04018 -0.36
C -4.32528 -0.06188 -1.22395 -0.61
H -4.33247 2.95098 -7.01414 0.31
H -3.82465 3.77866 -5.52771 0.24
H -2.62993 2.88583 -6.48546 0.36
H -2.61019 0.74256 -6.54378 0.34
H -4.18971 -0.03436 -6.30472 0.38
H -2.54370 -1.23933 -5.11900 0.40
H -3.60961 -0.49280 -3.93317 0.08
H -2.19534 2.21548 -3.78196 0.11
H -0.70090 1.63298 -3.05524 0.43
H -2.21160 2.01764 -1.29160 0.41
H -1.94426 0.26839 -1.44081 -0.22
H -3.68484 -0.94413 -1.25086 0.17
H -5.30370 -0.33765 -1.61677 0.34
H -4.44472 0.27729 -0.18926 0.33


33
Properties=species:S:1:pos:R:3:mulliken_charge:R:1 method="wB97M-V/def2-TZVPD" gap_ha=0.292 e_above_lowest_ev=2.7974 total_energy_ev=-55967.278 lumo_ev=-1.1 homo_energy_ev=-9.031
O 1.78739 -2.01762 3.66337 -0.50
C 1.52922 -1.75244 2.50733 -0.30
C 0.99689 -0.31350 2.08926 -0.12
C 1.79213 0.11824 0.79145 0.66
C 3.19494 -0.27065 0.70503 -0.56
C 4.01616 0.14050 -0.48556 0.77
N 5.36201 -0.18096 -0.59407 -0.66
S 5.71981 0.50956 -2.08842 0.19
N 4.26664 1.16695 -2.59887 -0.65
C 3.33995 0.92205 -1.59291 0.39
C 1.90017 1.30444 -1.47203 -1.04
C 1.10716 0.92743 -0.29378 0.36
C -0.38262 1.37352 -0.16244 -1.45
C -1.43752 0.28510 -0.60093 0.01
C -2.87830 0.91062 -0.28232 -0.62
C -4.08414 0.01307 -0.78354 -0.58
S -3.87156 -1.77538 -0.43558 1.02
O -2.85760 -2.40203 -1.28191 -0.51
O -5.13030 -2.51856 -0.58443 -0.58
Cl -3.31305 -1.97999 1.56191 -0.18
H 1.71431 -2.53397 1.69927 0.44
H -0.11246 -0.37759 1.86506 0.11
H 1.17560 0.43353 2.91978 0.27
H 3.72673 -0.84149 1.51152 0.35
H 1.43239 1.90668 -2.28767 0.33
H -0.56575 1.65142 0.91891 0.41
H -0.50906 2.30241 -0.79604 0.52
H -1.44058 0.07141 -1.70911 0.30
H -1.28926 -0.66517 -0.01212 0.30
H -2.98554 1.90594 -0.81162 0.32
H -2.97729 1.15379 0.81974 0.30
H -5.04207 0.35014 -0.28710 0.36
H -4.18438 0.18256 -1.89218 0.37


73
Properties=species:S:1:pos:R:3:mulliken_charge:R:1 method="wB97M-V/def2-TZVPD" gap_ha="0.225 / 0.227" e_above_lowest_ev=0.7820 total_energy_ev=-133516.544 total_charge=-2 lumo_ev="4.4 / 4.4" homo_energy_ev="-1.758 / -1.795"
Fe -0.79479 -0.11453 0.39112 0.12
Cl -6.22838 3.53090 2.48758 -0.28
C -5.17827 2.21033 2.01219 0.05
C -3.84917 2.49315 1.72003 -0.90
C -2.97302 1.47523 1.33906 0.16
N -1.64211 1.64047 0.95128 0.65
C -1.46358 2.71691 0.12955 -0.29
O -1.80031 3.87561 0.30366 -0.76
C -1.17331 2.21326 -1.28607 0.78
C -0.90122 3.05393 -2.35059 -0.76
C -1.08445 2.57511 -3.63677 -0.45
C -1.57093 1.28626 -3.79965 -0.76
C -1.76373 0.49670 -2.67621 -0.53
N -1.52246 0.93352 -1.43955 0.31
C -3.47269 0.14154 1.26569 -0.38
C -4.79721 -0.11738 1.58327 -0.48
C -5.65370 0.91643 1.94668 0.04
Cl -7.32066 0.53610 2.33078 -0.28
N -2.52208 -0.86094 0.93373 0.56
C -2.46255 -1.73115 1.99954 -0.49
O -3.25838 -2.60571 2.29581 -0.72
C -1.28772 -1.40164 2.91928 0.93
C -0.99466 -2.15093 4.04325 -1.03
C 0.12000 -1.81843 4.79742 -0.41
C 0.88869 -0.73786 4.39818 -0.95
C 0.52958 -0.05445 3.24546 -0.20
N -0.52550 -0.38936 2.50925 0.59
H -3.48744 3.50838 1.77126 0.61
H -0.57740 4.06455 -2.14034 0.50
H -0.89485 3.20695 -4.49674 0.41
H -1.79253 0.88817 -4.78080 0.39
H -2.11938 -0.52114 -2.76004 0.56
H -5.16080 -1.13388 1.53466 0.54
H -1.64922 -2.97673 4.28996 0.52
H 0.39535 -2.39309 5.67392 0.40
H 1.75281 -0.42331 4.96795 0.46
H 1.10804 0.78914 2.88831 0.49
O 3.15553 1.97739 1.06875 -0.73
S 1.95492 1.91722 0.25545 1.17
O 1.02568 2.98541 0.51485 -0.75
N 1.22026 0.50059 0.29279 0.61
C 2.09373 -0.60610 0.34723 0.34
C 3.46530 -0.58517 0.14039 -0.78
C 4.26657 -1.72343 0.32520 -0.93
C 3.73039 -2.92822 0.66916 -1.03
C 2.32894 -3.04114 0.76059 1.41
C 1.68704 -4.27940 0.99097 -1.06
C 0.33783 -4.36222 0.86895 -1.35
C -0.39070 -3.19006 0.59009 -0.60
N 0.15337 -2.00381 0.55150 1.55
C 1.51405 -1.89916 0.58287 -0.54
C 2.49033 2.08447 -1.44255 0.09
C 2.00108 1.21514 -2.40826 0.99
C 2.47111 1.30531 -3.71277 -0.71
C 3.42289 2.25973 -4.04085 -0.51
C 3.89892 3.13829 -3.07084 -0.61
C 3.43620 3.04964 -1.76788 -0.87
H 3.95936 0.32930 -0.14212 0.37
H 5.33806 -1.62967 0.18845 0.40
H 4.34743 -3.80729 0.81693 0.36
H 2.29280 -5.15561 1.19528 0.37
H -0.18784 -5.30192 0.97567 0.44
H -1.45238 -3.23934 0.38218 0.65
H 1.28274 0.44854 -2.14095 -0.25
H 2.09522 0.60669 -4.44956 0.50
H 3.81130 2.31253 -5.05170 0.38
H 4.64296 3.88167 -3.33310 0.36
H 3.81661 3.69983 -0.98973 0.44
F -0.08779 -1.30838 -1.82306 0.01
B 0.18722 -2.22909 -2.86936 0.05
F -1.01528 -2.84845 -3.25423 -0.40
F 1.11025 -3.18273 -2.41801 -0.40
F 0.72395 -1.51266 -3.96446 -0.38


10
Properties=species:S:1:pos:R:3:mulliken_charge:R:1 method="wB97M-V/def2-TZVPD" gap_ha=0.376 e_above_lowest_ev=2.4859 total_energy_ev=-7738.265 lumo_ev=0.3 homo_energy_ev=-9.921
C 0.61741 -0.76300 0.07624 -0.19
C -0.73242 -0.09525 -0.02106 0.44
H 1.60674 0.72945 -0.87423 0.28
H 2.54542 0.04953 0.76745 0.29
H 0.60501 -1.59253 -0.68640 0.20
H 0.91774 -1.44188 1.04566 0.30
H 0.53825 1.14169 -0.09684 0.28
N 1.83651 0.00909 -0.14498 -0.58
O -0.43502 1.24457 0.12536 -0.49
O -1.86231 -0.46962 -0.05934 -0.52